C32H30LiN6OTe as an isolated structure. Source: the Open Molecules 2025 dataset; level of theory: wB97M-V/def2-TZVPD.

Summary:
Frontier orbital gap   5.3 eV
Relative energy (zero: lowest compared OMol25 entry of this formula, charge and spin)   0.000 eV

```
! wB97M-V def2-TZVPD RIJCOSX def2/J DEFGRID3
* xyz -1 1
Li 0.21 -0.58 0.07
C -0.20 -0.06 4.39
C -0.01 0.25 3.04
N -0.39 -0.53 2.06
C -1.00 -1.71 2.34
C -1.23 -2.11 3.67
C -0.81 -1.25 4.70
C -1.88 -3.35 3.94
C -2.27 -4.12 2.88
C -2.05 -3.73 1.54
C -1.42 -2.54 1.20
N -1.12 -1.99 0.00
C -1.37 -2.48 -1.24
C -2.01 -3.64 -1.66
C -2.17 -3.96 -3.02
C -1.72 -3.16 -4.03
C -1.06 -1.95 -3.67
C -0.57 -1.05 -4.64
C 0.04 0.11 -4.26
C 0.17 0.37 -2.89
N -0.26 -0.45 -1.96
C -0.88 -1.61 -2.32
H 0.13 0.62 5.16
H 0.45 1.20 2.75
H -0.98 -1.54 5.73
H -2.06 -3.65 4.96
H -2.76 -5.06 3.06
H -2.40 -4.41 0.78
H -2.42 -4.33 -0.94
H -2.69 -4.88 -3.27
H -1.85 -3.42 -5.07
H -0.70 -1.29 -5.69
H 0.41 0.82 -4.98
H 0.62 1.29 -2.54
C -4.53 8.16 0.01
C -3.92 6.78 -0.02
C -2.56 6.58 0.17
C -1.98 5.31 0.15
C -0.50 5.21 0.34
C -2.78 4.17 -0.06
Te -1.93 2.21 -0.04
C -4.16 4.37 -0.27
C -5.13 3.23 -0.51
C -4.69 5.65 -0.24
H -3.76 8.92 0.19
H -5.27 8.25 0.80
H -5.02 8.40 -0.93
H -1.92 7.45 0.34
H -0.06 6.20 0.50
H -0.04 4.76 -0.55
H -0.25 4.56 1.18
H -4.63 2.27 -0.51
H -5.63 3.37 -1.47
H -5.90 3.22 0.27
H -5.76 5.77 -0.39
C 5.05 -1.58 0.17
N 4.18 -0.42 0.15
C 4.66 0.85 0.08
C 3.86 1.92 0.07
C 2.43 1.66 0.15
N 1.97 0.43 0.19
C 2.80 -0.65 0.19
O 2.39 -1.80 0.21
N 1.59 2.68 0.24
H 6.08 -1.25 0.10
H 4.81 -2.24 -0.66
H 4.90 -2.14 1.10
H 5.74 0.94 0.04
H 4.26 2.92 0.02
H 1.92 3.62 0.06
H 0.55 2.54 0.19
*
```


C32H30N2NiO3S3 as an isolated structure in a non-equilibrium geometry. Source: the Open Molecules 2025 dataset; level of theory: wB97M-V/def2-TZVPD.

Summary:
Frontier orbital gap (spin up / spin down)   6.4 / 6.4 eV
Expectation value of S²   2.01
Relative energy (zero: lowest compared OMol25 entry of this formula, charge and spin)   0.000 eV

```
! wB97M-V def2-TZVPD RIJCOSX def2/J DEFGRID3
* xyz 0 3
Ni -1.01 -0.23 -0.20
C 1.16 4.91 -2.86
C 1.72 4.09 -1.72
C 1.04 3.67 -0.60
C 1.53 2.82 0.33
C 0.74 2.33 1.50
C 2.84 2.35 0.19
C 3.65 2.76 -0.87
C 5.10 2.36 -0.88
C 3.03 3.55 -1.87
H 1.11 5.99 -2.68
H 0.10 4.66 -3.05
H 1.71 4.87 -3.80
H -0.05 3.98 -0.44
H 0.08 3.06 1.99
H 1.45 1.93 2.17
H 0.05 1.47 1.24
H 3.25 1.89 1.11
H 5.19 1.42 -0.31
H 5.70 3.16 -0.48
H 5.49 2.26 -1.90
H 3.58 3.93 -2.70
C 2.00 -5.35 8.68
C 1.70 -3.92 8.01
O 0.67 -3.31 8.12
S 3.04 -3.60 6.92
C 2.03 -3.02 5.59
C 1.63 -3.94 4.60
C 0.76 -3.48 3.64
C 0.58 -2.12 3.36
C 1.15 -1.17 4.26
C 1.88 -1.61 5.32
C -0.21 -1.69 2.31
C -0.77 -1.14 1.33
H 3.01 -5.72 8.43
H 1.29 -6.04 8.20
H 1.78 -5.33 9.75
H 1.90 -4.99 4.84
H 0.13 -4.17 3.07
H 0.97 -0.10 4.14
H 2.32 -0.85 5.93
N 0.53 -1.15 -1.24
C -0.11 -1.50 -2.52
C -0.17 -0.59 -3.60
C -0.62 -0.94 -4.88
C -1.14 -2.23 -5.06
C -1.00 -3.22 -4.03
C -0.61 -2.82 -2.73
H 1.33 -0.43 -1.31
H 0.83 -1.96 -0.71
H 0.14 0.48 -3.43
H -0.45 -0.26 -5.79
H -1.73 -2.45 -5.97
H -1.07 -4.27 -4.36
H -0.70 -3.54 -1.88
O -2.33 3.29 -1.55
S -2.21 2.13 -2.43
O -1.22 2.15 -3.49
N -2.10 0.78 -1.46
C -3.30 0.32 -1.06
S -3.23 -0.77 0.30
C -4.32 0.78 -1.98
C -5.75 0.52 -2.06
C -6.42 0.76 -3.27
C -5.72 1.39 -4.28
C -4.40 1.85 -4.14
C -3.74 1.56 -2.97
H -6.21 0.01 -1.23
H -7.50 0.57 -3.38
H -6.25 1.44 -5.22
H -3.83 2.38 -4.89
*
```


C32H30N4O4PSTeV as an isolated structure in a non-equilibrium geometry. Source: the Open Molecules 2025 dataset; level of theory: wB97M-V/def2-TZVPD.

Summary:
Frontier orbital gap (spin up / spin down)   7.5 / 7.0 eV
Expectation value of S²   0.76
Relative energy (zero: lowest compared OMol25 entry of this formula, charge and spin)   0.527 eV

```
! wB97M-V def2-TZVPD RIJCOSX def2/J DEFGRID3
* xyz 1 2
V -0.37 0.26 -0.32
N 3.63 -0.12 1.38
C 3.72 1.24 1.63
C 4.82 2.05 1.89
C 4.56 3.39 2.07
C 3.25 3.90 2.00
C 2.17 3.08 1.74
C 2.41 1.72 1.53
N 1.54 0.66 1.23
C 2.33 -0.38 1.14
C 1.85 -1.67 0.66
C 2.43 -2.90 0.67
S 1.44 -3.99 -0.20
C 0.33 -2.76 -0.50
N 0.64 -1.60 0.01
H 4.39 -0.77 1.32
H 5.82 1.65 1.95
H 5.38 4.07 2.26
H 3.09 4.95 2.15
H 1.18 3.49 1.70
H 3.35 -3.21 1.12
H -0.56 -2.91 -1.10
C -3.72 2.41 -0.59
P -1.90 2.39 -0.42
C -1.42 3.63 -1.65
C -1.73 3.30 1.15
H -4.08 3.44 -0.55
H -4.20 1.85 0.21
H -4.02 1.97 -1.54
H -1.94 4.57 -1.46
H -1.68 3.28 -2.65
H -0.34 3.79 -1.62
H -2.22 4.27 1.11
H -0.67 3.45 1.36
H -2.16 2.73 1.97
Te -2.53 -0.56 1.18
C -3.77 -0.99 -0.45
C -3.27 -0.97 -1.75
C -4.12 -1.26 -2.82
C -5.45 -1.57 -2.58
C -5.94 -1.60 -1.28
C -5.10 -1.31 -0.22
C -2.70 -2.43 2.11
C -3.08 -2.45 3.45
C -3.25 -3.67 4.10
C -3.05 -4.85 3.42
C -2.68 -4.83 2.08
C -2.50 -3.62 1.42
H -2.23 -0.73 -1.97
H -3.73 -1.24 -3.83
H -6.10 -1.80 -3.41
H -6.98 -1.85 -1.10
H -5.49 -1.32 0.79
H -3.25 -1.53 3.99
H -3.55 -3.68 5.14
H -3.19 -5.80 3.92
H -2.54 -5.76 1.54
H -2.25 -3.62 0.37
O 0.78 1.71 -1.32
C 1.09 0.67 -1.97
O 0.15 -0.16 -2.27
C 2.51 0.35 -2.23
C 2.88 -0.86 -2.81
C 4.22 -1.20 -2.94
C 5.20 -0.33 -2.47
C 4.80 0.87 -1.91
C 3.48 1.25 -1.79
N 5.84 1.78 -1.38
O 6.92 1.30 -1.12
O 5.49 2.91 -1.10
H 2.10 -1.53 -3.16
H 4.50 -2.13 -3.40
H 6.25 -0.57 -2.53
H 3.21 2.19 -1.33
*
```


C32H31AsCl3IMnNO3S as an isolated structure. Source: the Open Molecules 2025 dataset; level of theory: wB97M-V/def2-TZVPD.

Summary:
Frontier orbital gap (spin up / spin down)   5.6 / 6.5 eV
Expectation value of S²   8.76
Relative energy (zero: lowest compared OMol25 entry of this formula, charge and spin)   0.000 eV

```
! wB97M-V def2-TZVPD RIJCOSX def2/J DEFGRID3
* xyz -1 6
Mn -0.84 -1.44 0.97
Cl -4.72 1.66 2.67
C -4.70 0.75 1.18
C -5.86 0.74 0.42
C -5.92 0.05 -0.76
Cl -7.39 0.05 -1.70
C -4.79 -0.65 -1.23
C -4.74 -1.39 -2.44
C -3.59 -2.03 -2.80
C -2.47 -1.93 -1.97
N -2.48 -1.26 -0.84
C -3.62 -0.63 -0.45
C -3.52 0.08 0.82
O -2.43 0.06 1.49
H -6.73 1.28 0.78
H -5.63 -1.44 -3.06
H -3.53 -2.60 -3.72
H -1.53 -2.43 -2.21
O 0.28 -1.15 -1.22
As 1.52 -0.20 -1.74
C 1.52 -0.18 -3.67
C 0.88 -1.23 -4.33
C 0.87 -1.26 -5.72
C 1.48 -0.25 -6.44
C 2.11 0.80 -5.78
C 2.13 0.84 -4.40
C 1.22 1.60 -1.14
C 2.20 2.60 -1.21
C 1.91 3.87 -0.76
C 0.65 4.15 -0.22
C -0.31 3.15 -0.14
C -0.03 1.87 -0.60
C 3.31 -0.67 -1.22
C 3.86 -0.12 -0.06
C 5.11 -0.53 0.36
C 5.81 -1.49 -0.36
C 5.26 -2.04 -1.51
C 4.01 -1.63 -1.94
H 0.38 -2.00 -3.75
H 0.37 -2.07 -6.23
H 1.47 -0.27 -7.52
H 2.58 1.60 -6.34
H 2.61 1.67 -3.89
H 3.18 2.38 -1.61
H 2.66 4.64 -0.81
H 0.44 5.14 0.15
H -1.27 3.36 0.31
H -0.77 1.08 -0.51
H 3.30 0.59 0.53
H 5.52 -0.13 1.28
H 6.78 -1.82 -0.02
H 5.80 -2.79 -2.06
H 3.59 -2.07 -2.84
I -2.29 -3.64 1.75
C -2.87 0.27 5.54
C -1.83 0.80 4.57
S -0.68 -0.50 4.09
O -0.06 -0.02 2.82
C 0.59 -0.28 5.35
C 1.47 0.93 5.12
H -3.57 1.05 5.81
H -2.42 -0.10 6.46
H -3.42 -0.55 5.08
H -1.29 1.66 4.96
H -2.28 1.07 3.62
H 1.18 -1.20 5.31
H 0.06 -0.25 6.31
H 1.79 0.95 4.08
H 2.34 0.89 5.76
H 0.94 1.87 5.33
Cl 1.70 -2.73 3.05
C 1.23 -2.15 1.35
H 1.52 -3.00 0.71
H 1.98 -1.38 1.18
*
```


C32H31AsMoO6P2SSbSe4 as an isolated structure in a non-equilibrium geometry. Source: the Open Molecules 2025 dataset; level of theory: wB97M-V/def2-TZVPD.

Summary:
Frontier orbital gap   5.9 eV
Relative energy (zero: lowest compared OMol25 entry of this formula, charge and spin)   4.319 eV

```
! wB97M-V def2-TZVPD RIJCOSX def2/J DEFGRID3
* xyz 1 1
Mo 0.89 0.16 -0.28
O 3.99 -0.79 -1.28
As 3.99 0.82 -0.45
O 5.25 0.80 0.54
O 2.55 0.97 0.41
C 4.10 2.04 -1.89
C 5.28 2.11 -2.60
C 5.33 2.86 -3.77
C 4.20 3.51 -4.23
C 3.02 3.48 -3.50
C 3.01 2.77 -2.31
S 0.99 1.54 -2.38
O 1.83 2.69 -1.57
O 1.82 0.31 -2.27
O -0.09 1.33 -1.29
H 4.89 -1.02 -1.54
H 6.15 1.59 -2.23
H 6.25 2.91 -4.32
H 4.22 4.06 -5.17
H 2.13 4.01 -3.81
Se 3.50 -5.40 1.39
Sb 2.82 -3.38 2.43
Se 1.72 -1.64 0.76
Se 3.76 -1.25 1.48
Se 1.89 -3.33 4.60
C 1.08 1.11 3.20
P -0.14 0.90 1.83
C -1.42 -0.13 2.63
C -2.79 -0.03 2.38
C -3.67 -0.99 2.84
C -3.20 -2.08 3.56
C -1.85 -2.19 3.84
C -0.97 -1.23 3.37
C -0.56 2.63 1.49
C 0.55 3.48 1.38
C 0.40 4.80 1.00
C -0.86 5.29 0.68
C -1.96 4.46 0.78
C -1.81 3.14 1.18
H 0.73 1.92 3.84
H 2.08 1.38 2.81
H 1.20 0.21 3.80
H -3.19 0.79 1.81
H -4.72 -0.89 2.62
H -3.89 -2.84 3.90
H -1.44 -3.01 4.41
H 0.08 -1.38 3.60
H 1.55 3.13 1.62
H 1.27 5.44 0.94
H -0.98 6.32 0.38
H -2.95 4.83 0.54
H -2.70 2.53 1.27
C -0.64 -1.27 -3.15
P -0.81 -1.23 -1.31
C -2.57 -0.77 -1.17
C -3.53 -1.75 -1.41
C -4.87 -1.43 -1.33
C -5.27 -0.14 -1.04
C -4.32 0.85 -0.83
C -2.97 0.53 -0.90
C -0.79 -2.98 -0.83
C -1.25 -3.25 0.46
C -0.92 -4.44 1.08
C -0.12 -5.36 0.42
C 0.29 -5.12 -0.89
C -0.03 -3.93 -1.52
H -1.37 -1.97 -3.56
H 0.37 -1.58 -3.44
H -0.84 -0.27 -3.55
H -3.22 -2.77 -1.63
H -5.62 -2.20 -1.51
H -6.32 0.11 -0.99
H -4.62 1.86 -0.62
H -2.23 1.31 -0.74
H -1.85 -2.50 0.97
H -1.26 -4.64 2.08
H 0.20 -6.26 0.92
H 0.89 -5.85 -1.41
H 0.32 -3.73 -2.52
*
```


C32H31AsN2O8P2PtS2 as an isolated structure. Source: the Open Molecules 2025 dataset; level of theory: wB97M-V/def2-TZVPD.

Summary:
Frontier orbital gap   8.4 eV
Relative energy (zero: lowest compared OMol25 entry of this formula, charge and spin)   0.000 eV

```
! wB97M-V def2-TZVPD RIJCOSX def2/J DEFGRID3
* xyz 0 1
Pt -1.29 -0.69 -1.27
O -1.07 0.50 0.44
P 0.20 0.87 1.18
C 1.60 -0.19 0.75
P 2.21 0.21 -0.94
O 1.19 0.91 -1.77
C 2.65 -1.39 -1.63
C 1.93 -1.80 -2.75
C 2.14 -3.06 -3.29
C 3.07 -3.91 -2.72
C 3.79 -3.51 -1.59
C 3.58 -2.26 -1.05
C 3.67 1.23 -0.66
C 3.77 2.38 -1.44
C 4.84 3.25 -1.26
C 5.80 2.97 -0.30
C 5.70 1.83 0.48
C 4.64 0.96 0.30
C 0.72 2.56 0.93
C 1.81 3.07 1.64
C 2.25 4.36 1.39
C 1.60 5.14 0.43
C 0.52 4.63 -0.28
C 0.08 3.33 -0.03
C -0.13 0.58 2.92
C -0.35 -0.75 3.29
C -0.67 -1.05 4.60
C -0.77 -0.04 5.55
C -0.55 1.28 5.18
C -0.23 1.59 3.86
H 1.21 -1.21 0.75
H 2.36 -0.10 1.52
H 1.18 -1.13 -3.16
H 1.56 -3.38 -4.14
H 3.23 -4.89 -3.13
H 4.51 -4.18 -1.14
H 4.14 -1.96 -0.17
H 2.99 2.59 -2.17
H 4.91 4.14 -1.87
H 6.63 3.65 -0.16
H 6.46 1.62 1.23
H 4.57 0.08 0.93
H 2.31 2.46 2.38
H 3.10 4.75 1.93
H 1.95 6.14 0.23
H 0.03 5.23 -1.03
H -0.73 2.91 -0.62
H -0.31 -1.54 2.55
H -0.86 -2.08 4.89
H -1.02 -0.27 6.57
H -0.63 2.08 5.91
H -0.07 2.63 3.58
O -3.10 -4.12 -3.42
As -3.18 -2.45 -2.97
O -4.19 -1.65 -3.98
O -1.59 -1.87 -2.87
C -3.92 -2.37 -1.16
C -5.25 -2.00 -1.06
C -5.80 -1.64 0.17
C -5.00 -1.61 1.29
C -3.67 -2.02 1.21
C -3.14 -2.42 -0.01
S -1.59 -3.33 0.05
O -1.58 -3.95 1.35
O -1.59 -4.22 -1.09
O -0.52 -2.27 -0.06
H -2.45 -4.54 -2.83
H -5.86 -1.98 -1.96
H -6.85 -1.38 0.24
H -5.41 -1.32 2.25
H -3.06 -2.08 2.10
N -3.94 1.16 -0.62
C -3.71 0.96 -1.92
N -4.71 0.76 -2.76
S -2.10 1.02 -2.55
H -4.78 0.78 -0.21
H -3.12 1.18 -0.03
H -5.65 0.69 -2.40
H -4.49 0.15 -3.58
*
```